# 1
Density functional theory data (the ωB97M-V functional and the def2-TZVPD basis) for a 4-piece molecular cluster, C27H51IN2O10 overall.

Last column: Mulliken charge in e.
Atoms and positions in Å:
H -0.8003 0.6161 -3.3341  -0.01
C 5.7646 1.1216 0.0070  -1.25
H -3.1807 1.5016 -0.0667  -0.02
H 3.6543 -5.9214 -0.1978  0.49
H 4.8614 -4.9958 2.7471  0.38
H 5.0168 1.8612 -0.3016  0.48
H -2.8042 1.3260 3.4767  0.43
H -3.2988 3.2709 -0.0238  0.28
H 1.7339 -2.9444 -0.3824  0.33
H -5.2025 -0.8391 -2.4170  0.42
I -0.3614 -4.0346 -2.2606  -0.06
O -6.0225 2.1106 4.2395  -0.39
H -8.2309 4.6519 6.0650  0.25
C -1.6435 0.6097 -4.0365  -0.55
H -8.0051 2.7067 3.9899  0.36
N 7.9669 -1.0850 0.5862  0.25
C 6.2114 -1.1667 -1.0315  0.30
O 3.2488 0.6412 -1.2736  -0.65
O -6.8333 4.9183 4.6140  -0.39
H 1.7697 -1.3495 0.3241  0.22
H 7.2159 2.4774 0.2207  0.31
H 2.8463 -4.3119 -1.7591  0.07
C -3.1386 -0.8679 -2.9412  0.48
C -5.5642 3.1966 3.4431  0.26
H -5.1312 5.2780 3.5677  0.35
H 5.6202 0.9896 1.0809  0.38
C 3.9417 -4.8869 -0.0166  -0.91
C -4.5882 -0.6166 -3.2946  -0.78
H -6.1797 3.2983 2.5431  0.24
H -4.8803 4.4073 5.0879  0.36
C -7.1496 4.5849 5.9533  -0.72
O -1.1075 0.2625 0.7845  -0.17
C -3.5102 2.3559 0.5275  -0.39
H 6.2915 -4.0136 2.3935  0.33
H -4.0596 0.4368 -5.5547  0.31
H -1.2538 -0.3865 2.7039  0.37
H -3.0267 -1.9130 -2.6379  0.29
C -5.5371 4.4966 4.2169  -0.69
C 0.9595 -1.3805 -1.6321  -0.20
H -6.6800 5.2938 6.6441  0.32
H 3.2239 -4.4860 0.6964  0.36
H -6.8323 3.5715 6.2074  0.32
C -7.3915 1.8053 4.0440  -0.79
H -1.2651 0.8014 -5.0397  0.26
H 7.9981 2.6716 -1.8218  0.42
H 5.6705 -5.9298 0.7325  0.39
H 7.9103 0.9534 -2.0929  0.22
O 7.5695 -1.1759 -0.7990  -0.36
H -0.0125 -1.3064 -1.1439  0.35
C -1.3180 0.5581 2.1556  -0.89
H 6.0903 -4.4070 0.0081  0.29
H 6.4482 2.0040 -2.2828  0.26
N 7.1043 1.6106 -0.2799  -0.28
O 6.2637 -3.0466 -2.4914  -0.56
H -0.6578 2.2639 0.3736  0.49
O -2.2685 -0.6612 -4.0454  -0.40
H 0.2446 -1.7978 -3.6139  0.55
C 3.9488 -0.3235 -1.0182  -0.40
C 3.3887 -1.7099 -0.9945  0.82
H -4.5462 2.9557 3.1297  -0.02
C 3.8518 -4.1754 -1.3674  -1.42
C -0.3560 1.2511 0.1000  -0.54
H -0.5231 1.1125 -0.9670  -0.11
C -4.8591 0.9699 -5.0364  -0.72
C 5.3427 -4.8971 0.6264  -0.31
H -5.8251 0.6652 -5.4531  0.32
O 7.3042 -1.7173 1.2956  -0.23
C 5.3082 -4.3047 2.0385  -1.29
H -4.5910 2.2844 0.6916  0.29
C 5.6360 -2.3767 -1.6978  -0.40
H -4.7299 2.0391 -5.1979  0.24
H 1.7504 -2.6602 -3.1715  0.62
H 1.2085 -0.3702 -1.9414  0.63
C 0.7815 -2.3129 -2.8279  -1.62
H -2.8354 -0.2408 -2.0957  -0.31
C 4.2207 -2.7196 -1.3213  0.67
C 5.4035 -0.1544 -0.6907  1.50
H -3.4719 0.4817 2.0742  0.30
H -7.7224 1.2050 4.8904  0.24
O -4.8302 0.7387 -3.6389  -0.36
O -2.8264 2.4302 1.7686  -0.42
H -4.9043 -1.2811 -4.1047  0.35
H -7.5253 1.2232 3.1253  0.32
H 4.5285 -4.6596 -2.0686  0.58
C 1.9596 -1.9054 -0.5960  -0.60
C -2.6826 1.1652 2.4009  -0.33
H -0.5310 1.2200 2.5306  0.42
H 4.7110 -3.3923 2.0193  0.25
H -2.3410 1.4045 -3.7649  0.44
C 7.3541 1.8023 -1.7074  -0.87
H 0.7122 1.1235 0.3088  0.24

Calculated values
Spin multiplicity = 1
Charge = 0

=====

# 2
Density functional theory data (the ωB97M-V functional and the def2-TZVPD basis) for a 6-piece molecular cluster, C27H51N6O4S2 overall.

Last column: Mulliken charge in e.
Atoms and positions in Å:
H -1.3698 -0.3669 -2.5240  0.47
C -5.1243 6.7844 0.7370  -0.74
C -5.4503 2.4246 2.3707  -0.62
H -0.6296 -1.6371 -1.5371  0.29
H 1.2586 -1.9518 0.3786  0.32
H -4.1645 7.1481 0.3682  0.33
H -0.5290 -6.0450 -0.0549  0.19
H -1.5313 -4.8396 1.9213  0.53
H -6.2939 8.0174 -0.5991  0.28
C -2.1880 -4.5447 1.1018  -0.83
H -5.0804 3.4188 2.6258  0.29
C -6.6825 2.5647 1.4872  -0.93
C 3.0448 -0.8550 0.0991  -1.48
C -4.3180 1.6548 1.6842  -0.12
C -2.2537 -0.6500 -0.5335  -0.75
H -7.0163 4.4705 -2.4769  0.38
H -7.4931 7.1601 2.0892  0.28
H -1.3048 -1.4326 2.5208  0.35
C -4.6799 0.2669 1.4039  0.29
C -6.0180 4.8914 -2.6087  -0.35
C 10.8305 -6.5886 -0.0421  -0.47
C -7.5713 7.3572 1.0186  -0.48
H 5.9449 -3.5200 -0.5178  0.31
N -1.0471 -2.1763 1.8739  -0.48
H 10.4015 -4.8191 1.1270  0.07
H -5.3477 3.3647 -3.9881  0.33
H -1.9404 -0.2766 0.4400  0.44
H 7.3473 -1.4575 -1.2216  0.32
C 10.6044 -5.8787 1.2958  -0.10
H -7.1220 1.5938 1.2478  0.41
H -6.4336 3.0687 0.5529  0.03
H 8.4292 -3.6557 -0.7028  0.30
H 8.6012 -3.1831 0.9779  0.21
N -4.5203 4.1301 -0.6135  -0.67
H 1.5134 -1.4458 -1.2836  0.39
H -7.4442 3.1547 1.9951  0.34
H -4.1749 6.1816 -4.2779  0.29
H -3.3387 4.8018 -3.5520  0.31
C -0.0113 0.3814 -1.0999  0.21
H -6.1611 4.7248 -4.7396  0.36
C -5.1837 4.4623 -1.4909  0.58
C 7.9707 -3.0667 0.0946  -0.17
C -5.4471 4.4518 -3.9610  -0.63
C 1.5825 -1.1131 -0.2478  0.01
N -4.9741 -0.8208 1.1722  -0.54
N 12.8079 -5.5465 -1.3896  -0.41
H -3.0154 0.0334 -0.8900  0.49
S -1.3522 -5.0225 -0.4367  0.71
C -4.1000 5.0926 -4.2782  -1.14
C 11.7798 -6.0211 2.2561  -1.32
H -4.0405 2.1562 0.7527  0.16
C 7.9544 -1.6014 -0.3254  -1.36
H 9.7138 -6.3018 1.7669  0.34
O -2.3414 -5.5513 -1.2949  -0.55
H 11.9924 -7.0718 2.4614  0.33
H -3.9084 -1.9667 -0.4174  0.76
H -3.4323 1.6624 2.3249  0.42
H -3.7541 4.7793 -5.2631  0.36
H 3.4961 -0.1869 -0.6248  0.36
N -8.3613 5.1982 -0.2138  -0.49
H -0.4917 -1.7355 1.1373  0.15
S -2.4974 -2.7793 1.2664  0.37
H -5.0243 6.5901 1.8078  0.35
H 11.5558 -5.5312 3.2038  0.36
H -5.3302 5.8387 0.2375  -0.15
H 3.0493 -0.4581 1.1111  0.35
H -2.5557 -2.7237 -1.2036  0.69
N 5.4272 -2.4492 2.3999  -0.47
H 6.6436 -4.6960 0.5791  0.32
H 8.9654 -1.2600 -0.5453  0.38
H 11.0220 -7.6502 0.1241  0.33
H -5.9456 8.7617 0.9482  0.33
C 5.9271 -2.9704 1.5072  0.21
C -1.0581 -0.6356 -1.5220  -0.49
C -2.8282 -2.0657 -0.3850  -1.14
H 3.5414 -1.8212 0.1112  0.26
C 11.9361 -6.0035 -0.7990  0.22
H 7.5545 -0.9647 0.4656  0.36
C -6.2193 7.8181 0.4725  -0.42
H -6.1298 5.9777 -2.5826  0.24
O 0.8049 0.0827 -0.0486  -0.33
O 0.0795 1.3895 -1.6499  -0.50
C 6.5718 -3.6266 0.3701  -0.38
H -5.7250 1.9379 3.3092  0.36
H -8.3180 8.1443 0.8973  0.31
H 9.9222 -6.5233 -0.6451  0.28
H -3.1231 -5.0838 1.2303  0.50
H 12.6825 -5.5617 1.8509  0.36
O -0.5328 -3.9610 -0.9072  -0.42
C -8.0272 6.1585 0.3199  0.34

Calculated values
Spin multiplicity = 1
Charge = +1

=====

# 3
Density functional theory data (the ωB97M-V functional and the def2-TZVPD basis) for C27H52AuClN5OP as an isolated structure.

Last column: Mulliken charge in e.
Atoms and positions in Å:
H 6.7204 18.3803 10.6284  0.21
C 12.8933 7.5643 9.8161  -0.57
H 14.8977 12.6992 7.3324  -0.01
C 9.2655 8.3487 10.6994  -1.11
H 8.4482 20.7321 9.5695  0.33
H 15.5967 12.2229 5.8223  0.30
C 6.0521 8.8271 7.0724  -1.43
N 8.6420 18.8948 8.5580  -0.23
H 8.7169 9.6587 6.8076  0.73
H 12.9656 18.2768 5.7509  0.46
H 14.6066 17.5742 9.2396  0.26
C 9.0697 9.7523 7.8892  -1.88
C 15.4722 16.8772 9.3149  -1.41
H 16.3566 17.0915 8.7231  0.35
P 14.5277 15.1403 7.1766  -0.16
C 8.9532 19.7937 9.7275  -0.48
N 9.7181 11.0676 7.8655  0.62
C 11.5208 7.4238 9.8849  -0.42
H 9.3373 8.3442 11.8247  0.46
Au 12.5987 13.8927 6.8687  0.21
C 6.9177 8.3861 8.2873  1.05
C 8.2667 9.4459 10.3138  -2.01
C 11.3656 9.7757 10.3915  -0.02
C 5.9802 7.7356 9.3642  -1.80
H 17.3172 15.9697 7.1952  0.31
H 5.3298 7.0232 8.8387  0.47
N 7.6134 18.0336 11.0121  -0.63
H 7.2996 6.6431 7.0373  0.55
H 13.2943 14.0123 9.6742  0.20
C 10.9277 11.4121 7.3659  0.11
C 12.7110 9.9439 10.1372  -0.71
C 7.8230 9.6129 8.8479  2.11
H 5.2148 9.4673 7.3254  0.32
C 9.9724 13.1444 8.1700  -0.42
C 16.0705 14.2834 6.5283  0.66
H 9.4686 18.7070 8.0138  0.25
C 8.5863 19.1267 11.0859  -0.44
H 16.1050 14.5508 5.4169  0.36
H 6.7796 9.2608 6.3613  0.30
H 8.7075 10.3888 10.6288  0.56
H 12.8430 15.7364 9.6400  0.28
H 13.2808 10.8813 10.1835  0.43
H 13.4946 6.6902 9.9342  0.43
H 7.3627 17.6487 11.9135  0.26
H 5.6096 7.9133 6.5928  0.44
H 7.3550 9.3417 10.8806  0.52
H 17.4432 14.5006 8.2276  0.39
Cl 15.2836 8.9009 9.8591  -0.21
C 14.7892 16.6047 4.7975  -1.54
H 10.8070 10.6538 10.7538  0.30
H 11.6014 10.7662 6.8400  0.53
C 15.8235 12.8102 6.7253  -1.13
H 7.4658 11.5664 8.9337  0.58
H 12.2892 16.6270 5.9263  0.25
H 18.2120 14.5468 6.5871  0.43
N 10.9995 12.7441 7.4197  -0.60
H 15.7785 16.8145 10.3823  0.48
H 7.8813 19.2005 8.0070  0.36
H 14.1320 15.7853 4.3553  0.29
H 9.8801 9.0632 8.1128  0.53
N 9.1223 12.2099 8.4476  -0.80
H 6.5531 7.1426 10.0943  0.29
C 7.8772 7.3158 7.6363  -1.26
C 10.7192 8.5459 10.1958  0.58
H 5.3672 8.4630 9.8964  0.34
H 15.7343 14.6790 9.2577  0.30
C 13.0303 17.3560 6.3545  -1.32
C 14.9531 15.3996 8.9975  0.95
H 8.4239 17.9554 9.0071  0.39
H 8.2302 19.9164 11.8648  0.35
H 12.6733 17.6506 7.3682  0.19
H 15.1909 17.4562 6.7505  0.38
H 8.7385 7.6964 7.0439  0.18
C 13.5223 8.8293 9.8988  0.07
H 8.3883 6.7253 8.4396  0.24
H 14.5860 17.5906 4.3654  0.48
H 9.4781 18.7100 11.4910  0.37
H 9.7999 14.1767 8.4222  0.50
H 8.9742 7.3963 10.3453  0.37
H 13.9593 15.1835 10.8693  0.44
H 10.0363 19.9581 9.6915  0.28
H 15.8324 16.2954 4.5851  0.32
C 14.4704 16.7750 6.2675  0.68
H 11.1289 6.3922 9.7924  0.34
H 16.6159 12.2896 7.1969  0.40
C 13.6713 15.0461 9.7860  -1.41
C 17.3383 14.8874 7.2104  -1.50
O 6.9985 10.7218 8.6434  -0.61

Calculated values
Spin multiplicity = 1
Charge = +2

=====

# 4
Density functional theory data (the ωB97M-V functional and the def2-TZVPD basis) for C27H52AuN3SSi as an isolated structure.

Last column: Mulliken charge in e.
Atoms and positions in Å:
C -4.0393 -0.7386 -1.2312  2.63
C 3.2673 0.3156 -2.1727  0.23
H 5.1137 -2.3125 1.6855  0.23
H -3.9332 3.6637 -0.4775  0.59
H 4.2454 -1.3491 -0.4414  -0.04
H 6.3093 -5.1519 1.4330  0.30
H 2.9654 0.3520 -5.5801  0.33
H -3.0481 -1.0555 4.0179  0.60
H 3.8162 1.7481 2.6643  0.36
C -3.7097 1.8181 0.6374  2.56
C -3.7658 2.5955 -0.6851  -2.09
H -2.7256 -2.4754 -1.2758  0.26
H -5.7907 0.5696 -1.3241  0.24
H 7.2634 -3.6806 1.6045  0.31
H -1.5040 -2.1051 1.8837  0.21
C 2.6020 3.6052 -0.9608  -0.61
N 1.4160 0.0557 -0.4878  -0.52
C 3.6151 0.3815 -3.5151  -0.86
N 2.7110 -1.4497 0.9886  -0.13
C 4.0829 3.2161 1.1032  -0.62
H 1.9840 2.7281 -0.7642  -0.14
N 3.3686 0.8401 0.8127  0.23
C 3.6817 -2.0888 0.1172  -0.42
H -4.5796 2.2585 -1.3316  0.31
C 4.6698 -2.9453 0.9090  -0.62
H -1.6918 2.5395 1.0791  0.28
H 2.3343 4.4447 0.9943  0.27
C -2.5637 -2.3735 1.8504  -1.83
H -6.0115 -0.9969 -2.1069  0.51
H -6.0441 -0.8743 -0.3410  0.24
H 5.3063 -4.2484 -0.6846  0.27
H -3.0008 3.6252 1.6130  0.52
H 4.5554 3.7744 1.9208  0.30
H 1.9872 4.3444 -1.4828  0.39
H 7.5729 -4.7783 0.2526  0.38
C 2.2000 -0.0693 0.7662  -0.57
C 3.3609 1.9975 1.6963  -0.81
H 3.7146 5.1041 0.1295  0.34
H -2.6091 2.1560 2.5199  0.29
C -2.6933 2.5712 1.5161  -1.84
H -3.9015 -0.7124 -3.3990  0.53
H 0.5635 0.0946 -4.9075  0.38
Si -3.0203 -0.0012 0.3003  -1.19
H 3.4023 3.2906 -1.6340  0.26
H 4.1148 -3.7308 1.4359  0.28
C 2.6767 0.2950 -4.5366  -0.59
H -5.2332 -2.2095 1.2833  0.26
H -4.2063 -2.6510 -2.2412  0.59
H -5.5853 -0.6789 2.0898  0.23
H 4.1807 0.2815 1.0303  0.20
C -3.4604 -0.1782 -2.5417  -1.99
H 2.3236 2.2507 1.9173  0.32
C 0.9741 0.0890 -2.8231  0.00
C -4.9004 -1.5312 2.0724  -1.87
C -3.4384 -1.1045 1.8887  2.60
H 3.2012 -2.7186 -0.6456  0.40
C 1.3395 0.1527 -4.1497  -0.29
H -1.9575 -0.0244 3.0750  0.18
H -5.0131 -2.0668 3.0286  0.54
H -2.8252 2.5040 -1.2375  0.25
H -5.1017 1.4690 2.2935  0.24
C -3.7974 -2.2532 -1.2993  -2.08
H -3.6292 0.4914 3.3965  0.28
H -2.7876 -2.9986 2.7307  0.52
H 4.8883 2.8669 0.4457  0.29
H -2.7237 -2.9813 0.9597  0.27
C 5.7587 -3.5739 0.0498  -0.17
H 4.0363 0.4809 -1.4427  0.51
C -5.0899 1.9189 1.2993  -1.81
H 1.8932 -2.0230 1.1300  0.28
H -0.0705 -0.0163 -2.5467  -0.33
H -3.6664 0.8843 -2.6761  0.29
H 6.2622 -2.7893 -0.5250  0.31
C 1.9135 0.1453 -1.7428  0.07
C -2.9945 -0.3655 3.1613  -1.97
Au -0.7194 -0.0007 0.0140  0.97
H -5.3712 2.9777 1.4175  0.51
C -5.5535 -0.4937 -1.2399  -1.82
S 0.9911 0.2074 2.1369  -0.73
H -2.3760 -0.3109 -2.5688  0.20
H -5.8709 1.4355 0.7066  0.25
C 6.7879 -4.3419 0.8758  -1.29
C 3.1679 4.1752 0.3355  -0.57
H 4.6622 0.5268 -3.7692  0.30
H -4.2775 -2.7932 -0.4807  0.30

Calculated values
ΔE to the lowest compared entry with this formula, charge and spin = 0.000 eV
Spin multiplicity = 1
Charge = -2

=====

# 5
Density functional theory data (the ωB97M-V functional and the def2-TZVPD basis) for a 2-piece molecular cluster, C27H52ClNO11P overall.

Last column: Mulliken charge in e.
Atoms and positions in Å:
H -6.6571 0.4205 1.3163  0.45
H -3.4122 2.4569 -4.1628  0.42
H 4.1894 4.3223 1.7711  0.28
C -1.5498 0.8706 1.5907  0.33
C 4.1681 3.4708 1.0894  -0.70
H 0.4103 -6.2071 1.8686  0.27
H 9.7385 -0.7827 -2.0468  0.32
H 6.3244 2.0782 2.1885  0.23
H -2.8167 -0.7766 0.9418  0.52
H -2.5028 -0.8163 -1.8838  -0.10
O -0.4641 -4.0945 2.8195  -0.41
H 5.9063 3.2308 -1.6759  0.26
H 10.3150 -0.7419 -0.3709  0.29
C 9.6058 -1.2042 -1.0519  -1.06
H 6.3514 1.0319 0.0558  0.08
H -3.5666 2.4786 -1.2622  0.40
H -1.2019 -0.8085 0.2934  0.39
N 5.0981 3.0597 -1.0794  -0.56
C -5.4738 2.1432 -0.3286  -1.38
C -4.5559 0.9425 -2.3092  -0.42
H -5.8541 3.1094 0.0162  0.41
H -1.5958 -5.1499 -0.7074  0.29
O -2.4302 -3.9353 1.3169  -0.48
H -1.9152 -0.7672 -3.5445  0.40
C -5.8243 0.9073 1.8226  -1.74
O -4.7335 3.7721 -6.3588  -0.63
O 3.1435 1.2849 1.5533  -0.23
H -2.0509 1.3926 -4.4824  0.38
C 5.5000 1.3870 1.9896  -1.49
C -2.8122 -0.7447 -2.9257  -0.85
C -4.7771 1.3807 0.8077  1.83
C 8.1725 -0.9981 -0.6396  0.82
H -3.2783 0.6976 2.9127  0.27
O 7.2444 -1.1740 -1.3839  -0.54
O -4.9318 3.4310 -8.6890  -0.69
O -0.3516 1.0584 2.3295  -0.49
C -1.7729 -0.5983 1.2016  -0.78
O 8.0387 -0.5928 0.6357  -0.40
H -3.6292 1.0582 -5.1994  0.28
H 0.7138 0.9501 0.5268  0.30
H 2.0130 1.2520 3.2800  0.21
H 6.8662 -0.7000 2.2591  0.43
C -2.5851 -4.7934 -0.9901  -1.16
H -2.4657 -4.3280 -1.9681  0.28
H -2.7121 -2.7542 -0.3835  -0.40
C -3.1289 1.4121 -4.2953  -1.43
H -4.0939 -3.6875 0.1255  0.48
H 1.5121 -3.4887 2.4816  0.15
C 4.1871 2.1647 1.9327  0.23
H -4.9642 3.1090 -2.1880  0.47
H -1.4546 1.4394 0.6546  0.50
H 5.4250 0.7561 2.8821  0.62
H -4.3562 0.4913 0.3274  -0.60
C 1.9359 1.5542 2.2276  -0.68
C 5.2445 3.6015 0.0516  -0.09
H -6.3385 1.5402 -0.6214  0.38
H -4.2474 2.9491 2.1310  0.40
H -3.3936 -1.6435 -3.1720  0.33
C 5.7968 0.4640 0.8022  0.06
C -3.7125 2.2426 1.4881  -0.99
H 3.2215 3.4872 0.5477  0.26
H 4.8946 0.1334 0.2949  0.40
C 6.7089 -0.7087 1.1811  -0.63
H 3.9795 2.4789 2.9640  0.51
Cl -4.5649 2.8184 -7.4343  1.62
H -2.3355 2.1537 3.1244  0.46
H -0.5055 -1.2749 2.8745  0.51
H 1.2287 -4.5458 3.8483  0.42
H 6.1418 4.1902 0.2716  0.38
H -2.1930 -1.6709 3.0226  0.41
C 0.9476 -4.3617 2.8118  -0.12
O -0.1435 -3.1343 0.4567  -0.76
H -6.1951 1.7590 2.3988  0.34
H 1.6623 2.6151 2.1870  0.38
C -3.5546 0.5601 -3.1393  0.43
H 9.7875 -2.2749 -1.1381  0.27
C -3.0120 -3.7254 0.0116  0.47
C -1.3746 -1.5942 2.2993  -0.79
H -5.3871 0.1987 2.5302  0.37
C -2.7194 1.4650 2.3691  -1.22
H 2.0948 -6.1535 2.4466  0.38
H -5.3924 0.2623 -2.1391  0.43
O -5.4071 1.6660 -7.1884  -0.65
H -3.2910 -5.6192 -1.0464  0.34
C -4.5901 2.2794 -1.5798  -0.68
H 1.6344 -5.3043 0.9724  0.27
C 0.8225 0.7437 1.5945  -0.37
P -1.0455 -3.2213 1.6205  0.94
H -3.1509 2.8281 0.7569  0.50
C 1.2977 -5.5830 1.9691  -1.11
H 6.2801 -1.6652 0.8889  0.31
O -3.1817 2.3923 -7.4847  -0.64
H 1.0519 -0.3183 1.7373  0.07

Calculated values
Spin multiplicity = 1
Charge = -1

=====

Energy: -2218.7164, -2484.9044, -2345.7026, -2047.6631, -2743.7363 (Eh)
Largest force on an atom: 0.019, 0.084, 0.062, 0.008, 0.032 (Eh/bohr)